1.
The following is a DFT calculation (ωB97M-V/def2-TZVPD) of a cluster of 2 separate species, C6H12O2 in total at a distorted geometry.

Structure (XYZ):
```
20
Properties=species:S:1:pos:R:3:mulliken_charge:R:1
H -0.52271 0.62444 2.54930 0.345
C 1.39770 0.40962 -0.99790 1.040
O -2.17543 1.50335 1.93991 -0.493
H 0.38554 2.19793 -1.67944 0.340
C 0.84770 1.28702 -2.08166 -1.325
H 0.03040 0.80512 -2.62539 0.321
H 3.25760 -0.49111 -0.28559 0.333
H -2.91069 1.28340 1.35285 0.302
H 3.50134 0.93696 -1.23235 0.350
C -0.65919 0.46306 0.36435 -0.407
H 1.29474 -0.49097 0.87143 0.283
H 1.59670 1.53980 -2.81681 0.359
H -2.87046 -3.46938 2.65458 0.318
C 0.74431 0.06579 0.11320 -0.603
H -1.38840 0.31969 -0.41541 0.379
O -3.29593 -3.87888 1.89139 -0.637
H -4.18126 -3.49917 1.92980 0.317
C 2.85607 0.07905 -1.11786 -1.436
C -1.00793 0.82904 1.59811 -0.107
H 3.09987 -0.51478 -2.01252 0.321
```

## Properties
molecular weight: 116.160 Da
orbital gap: 8.706 eV
energy relative to the best compared isomer or geometry (same formula, charge and spin): 228.3 kJ/mol
DFT total energy: -10509.94107 eV

=====

2.
The following is a DFT calculation (ωB97M-V/def2-TZVPD) of a cluster of 2 separate species, C3H12N4S in total at a distorted geometry.

Structure (XYZ):
```
20
Properties=species:S:1:pos:R:3:mulliken_charge:R:1
C -1.39590 -0.21347 1.07354 0.919
H -1.60597 1.85801 1.19437 0.289
N -2.53022 -1.10750 1.21907 -0.585
H -0.84935 -0.60955 0.21303 -0.261
N -0.56739 -0.26232 2.17645 -0.554
H -2.40251 -1.84125 1.91166 0.263
C 2.04990 0.61215 -0.90286 -0.517
H 2.51280 1.37829 -0.28664 0.325
C 1.88408 -0.65406 -0.03052 -0.494
H 1.86309 -2.35011 -1.20848 0.258
H -1.06056 0.06013 3.03251 0.253
H 1.29929 -0.35565 0.85133 0.062
N -1.87660 1.09072 0.59145 -0.573
H -1.35518 1.20346 -0.27345 0.088
S 0.56491 1.20956 -1.67672 -0.257
H 2.77739 0.38441 -1.68137 0.339
H 0.53840 -1.42738 -1.31654 0.231
H 2.87460 -0.93434 0.30851 0.453
H -3.34657 -0.56253 1.47547 0.256
N 1.22512 -1.78479 -0.66920 -0.494
```

## Properties
molecular weight: 136.224 Da
orbital gap: 3.829 eV
energy relative to the best compared isomer or geometry (same formula, charge and spin): 544.7 kJ/mol
DFT total energy: -20095.62072 eV

=====

3.
The following is a DFT calculation (ωB97M-V/def2-TZVPD) of a cluster of 2 separate species, CH5FP2 in total at a distorted geometry.

Structure (XYZ):
```
9
Properties=species:S:1:pos:R:3:mulliken_charge:R:1
P -1.18035 -0.46533 -1.05839 0.252
H 0.78403 2.49837 0.27870 0.281
C 1.39390 1.61662 -0.08111 -1.016
H -1.75853 -2.75307 0.59975 0.069
H 0.15016 -2.51067 0.37686 0.071
H 2.15595 1.04215 0.44623 0.329
F -2.21750 0.56425 -0.36706 -0.236
H 1.68142 1.63428 -1.04031 0.405
P -1.00909 -1.62658 0.84533 -0.154
```

## Properties
molecular weight: 97.997 Da
orbital gap (spin up / spin down): 8.038 / 8.300 eV
energy relative to the best compared isomer or geometry (same formula, charge and spin): 318.0 kJ/mol
DFT total energy: -22409.61422 eV

=====

4.
The following is a DFT calculation (ωB97M-V/def2-TZVPD) of a structure of composition C2H6NO3 at a distorted geometry.

Structure (XYZ):
```
12
Properties=species:S:1:pos:R:3:mulliken_charge:R:1
C -0.23550 -0.63526 1.21903 -0.033
H -2.60118 -0.31427 -0.02802 0.454
O -1.47358 -0.72940 1.30295 -0.765
H 0.11622 -0.41598 -0.75448 0.190
H 1.48086 1.30114 -0.97986 0.225
H 2.46532 0.84939 0.53710 0.209
O 2.88565 -0.16797 -1.11799 -0.671
N 0.47748 -0.25116 0.17777 -0.352
O -3.07145 0.04347 -0.81326 -0.700
C 2.09853 0.56239 -0.47428 -0.157
H 0.38404 -1.03002 2.03676 0.323
H -2.52639 0.78766 -1.10572 0.278
```

## Properties
net charge: -1
molecular weight: 92.074 Da
orbital gap: 8.548 eV
energy relative to the best compared isomer or geometry (same formula, charge and spin): 212.1 kJ/mol
DFT total energy: -9804.00264 eV

=====

5.
The following is a DFT calculation (ωB97M-V/def2-TZVPD) of an isolated molecule of C18H24BrFN2O6S at a distorted geometry.

Structure (XYZ):
```
53
Properties=species:S:1:pos:R:3:mulliken_charge:R:1
O 1.48392 -0.41823 3.50326 -0.620
H 3.05990 -2.77334 -3.56952 0.385
N 0.02663 -0.53832 1.63041 0.840
C -0.51049 0.61278 1.19359 0.730
C 2.09351 4.08619 0.54424 -1.130
N -2.95472 2.26311 -0.21282 -0.333
C 1.74212 -2.66335 -1.87807 0.215
H -3.01826 2.51708 0.76737 0.431
H -1.37318 2.50231 1.88869 0.141
C -1.06055 -0.09077 -2.49979 -0.832
C 0.18653 -2.58159 -1.58193 -1.756
H 2.03087 -4.19557 -3.45421 0.378
H -4.76768 1.22826 -0.44171 0.357
C -3.69167 0.98944 -0.35504 -0.678
H -1.10981 -3.09988 2.19557 0.318
O -0.30686 0.76858 -3.22649 -0.255
O 2.25570 1.86610 -0.23452 -0.398
H -0.17429 -3.54706 -1.19742 0.470
H 1.35044 -2.59599 -4.05280 0.352
H 1.31771 4.35528 -0.19128 0.280
C 2.04107 2.55983 0.72672 0.687
H 3.07314 4.36933 0.13203 0.382
H 1.94954 4.61990 1.49496 0.372
H 2.22580 -3.40069 -1.22490 0.522
O -0.60296 -0.96353 3.84074 -0.694
C 0.89606 -2.84860 1.29654 0.294
H -1.14217 1.33256 3.16323 0.614
H -0.29579 -4.61450 1.80585 0.407
H -0.94195 2.92780 -0.11370 0.601
C -0.68157 -0.24782 -1.02948 1.516
H -1.48295 2.21179 -1.70535 0.209
C -1.53544 2.14155 -0.61088 -1.645
O 1.81319 1.94392 1.93367 -0.230
C -0.12800 -3.59698 2.19878 -1.489
C 0.66548 2.44305 2.61199 -0.765
H 0.51615 3.53026 2.51429 0.343
C 2.02962 -3.09692 -3.34750 -1.433
C -0.08635 -1.44419 -0.57835 0.088
S -1.22758 1.43154 -4.49927 -0.163
C 0.35261 -0.63564 3.12050 0.311
H 1.15564 -3.50820 0.45850 0.165
C -0.68509 1.71501 2.23428 -1.371
C 0.24656 -1.55065 0.77413 0.803
Br 2.63911 -0.92695 -1.60600 -0.088
H 0.83413 2.25651 3.68522 0.376
H -0.29150 -2.39312 -2.55165 0.539
C -0.89712 0.80696 -0.12624 0.646
H -3.39905 0.47911 -1.28219 0.220
H 0.28208 -3.69619 3.21548 0.407
O -1.99353 -0.71134 -2.94208 -0.578
F 2.09059 -2.59302 1.94011 -0.333
H -3.59254 0.32541 0.52637 0.214
H -0.40698 2.44880 -4.88335 0.177
```

## Properties
molecular weight: 495.367 Da
orbital gap: 7.908 eV
DFT total energy: -117913.62069 eV

=====

6.
The following is a DFT calculation (ωB97M-V/def2-TZVPD) of a cluster of 2 separate species, C6H8N3S in total at a distorted geometry.

Structure (XYZ):
```
18
Properties=species:S:1:pos:R:3:mulliken_charge:R:1
H 1.71640 -1.32476 1.55460 0.098
H -2.95191 1.04626 -0.18977 0.163
C -2.37253 -0.89402 -0.63048 -0.308
H -3.44207 -1.40488 -0.78013 0.307
C -1.16605 -1.51903 -0.67954 -0.813
H 3.44848 -1.40680 -0.51991 0.163
C 1.25732 -0.59067 -0.16894 -0.471
N -0.30933 1.73016 0.48539 -0.083
N 1.73796 0.69616 0.29930 0.236
H 2.68430 0.77455 0.44379 0.196
S 2.22269 -1.60249 -1.13504 -0.172
H -1.05827 -2.55685 -0.89766 0.422
C 1.01463 1.70985 0.62164 -0.102
N -2.27636 0.36170 -0.15879 -0.011
H -0.85715 2.45826 0.95412 0.308
C -0.94625 0.53425 0.08206 -0.483
H 1.48272 2.56291 1.04636 0.400
C -0.18458 -0.57459 -0.32701 1.147
```

## Properties
net charge: +1
molecular weight: 154.218 Da
orbital gap (spin up / spin down): 7.200 / 7.693 eV
energy relative to the best compared isomer or geometry (same formula, charge and spin): 295.5 kJ/mol
DFT total energy: -21647.08238 eV

=====

What is the formula in the first record?
C6H12O2